ORCA calculation (ωB97M-V with the def2-TZVPD basis set) on a structure of composition C51H49As2BrMnN4OSi.

Calculated values
Kohn-Sham gap (alpha / beta) in eV: 6.54 / 6.82
E_LUMO (alpha / beta) in eV: -0.28 / -0.28
Relative energy (zero: lowest compared OMol25 entry of this formula, charge and spin) in eV: 0.5158
HOMO level (alpha / beta) in eV: -6.82 / -7.10

```
! wB97M-V def2-TZVPD RIJCOSX def2/J DEFGRID3
* xyz 0 6
Mn 0.429 0.411 0.602
Br 6.879 3.806 2.882
C 5.499 2.738 2.130
C 5.605 1.332 2.177
C 4.632 0.543 1.634
C 3.472 1.103 1.007
O 2.595 0.365 0.467
C 3.380 2.536 1.008
C 2.234 3.210 0.483
N 1.140 2.641 0.135
C 0.091 3.431 -0.376
C 0.235 4.505 -1.198
C -0.893 5.273 -1.594
C -2.134 4.993 -1.121
C -2.323 3.885 -0.255
C -3.561 3.553 0.335
C -3.630 2.499 1.187
C -2.472 1.718 1.400
N -1.335 1.946 0.830
C -1.224 3.064 0.060
C 4.417 3.326 1.556
H 6.471 0.879 2.644
H 4.713 -0.536 1.666
H 2.293 4.306 0.437
H 1.221 4.760 -1.570
H -0.756 6.110 -2.269
H -2.984 5.607 -1.395
H -4.439 4.156 0.123
H -4.554 2.237 1.688
H -2.500 0.862 2.065
H 4.337 4.408 1.523
C 0.065 2.183 3.792
C 0.702 0.823 3.729
C 1.406 0.337 4.798
C 2.055 -0.900 4.653
C 1.955 -1.609 3.492
C 1.152 -1.118 2.411
N 0.558 0.123 2.579
N 0.908 -1.756 1.245
Si 1.734 -3.202 0.752
C 3.288 -2.799 -0.202
C 2.216 -4.439 2.090
C 0.637 -4.273 -0.350
H 0.433 2.729 4.660
H -1.023 2.108 3.867
H 0.292 2.755 2.892
H 1.483 0.914 5.710
H 2.659 -1.287 5.467
H 2.481 -2.540 3.380
H 4.142 -2.674 0.475
H 3.177 -1.860 -0.750
H 3.538 -3.598 -0.912
H 3.137 -4.188 2.623
H 2.385 -5.403 1.594
H 1.414 -4.577 2.825
H -0.335 -3.839 -0.584
H 1.146 -4.505 -1.293
H 0.440 -5.223 0.158
C -1.672 -1.819 -1.835
C -0.255 -1.597 -2.394
As 0.507 0.143 -1.874
C -0.530 1.247 -3.113
C -0.042 1.674 -4.345
C -0.846 2.429 -5.195
C -2.141 2.768 -4.821
C -2.631 2.353 -3.589
C -1.828 1.597 -2.744
C 2.211 0.108 -2.788
C 3.070 1.189 -2.606
C 4.337 1.183 -3.168
C 4.755 0.093 -3.925
C 3.896 -0.978 -4.125
C 2.628 -0.973 -3.555
As -1.934 -1.295 0.061
C -3.890 -0.963 -0.011
C -4.645 -1.204 1.139
C -5.998 -0.894 1.188
C -6.626 -0.320 0.088
C -5.885 -0.056 -1.054
C -4.529 -0.372 -1.098
C -2.125 -2.975 1.028
C -1.745 -2.988 2.366
C -1.896 -4.140 3.130
C -2.426 -5.289 2.555
C -2.835 -5.270 1.225
C -2.694 -4.114 0.470
H -1.994 -2.848 -1.984
H -2.358 -1.191 -2.394
H -0.276 -1.656 -3.478
H 0.435 -2.346 -2.024
H 0.964 1.418 -4.646
H -0.458 2.750 -6.155
H -2.763 3.356 -5.485
H -3.635 2.627 -3.277
H -2.213 1.292 -1.779
H 2.749 2.034 -2.008
H 5.003 2.021 -3.005
H 5.749 0.079 -4.354
H 4.214 -1.826 -4.720
H 1.976 -1.821 -3.710
H -4.176 -1.645 2.009
H -6.564 -1.104 2.089
H -7.684 -0.084 0.122
H -6.358 0.398 -1.918
H -3.986 -0.145 -2.005
H -1.322 -2.098 2.814
H -1.595 -4.138 4.172
H -2.526 -6.194 3.141
H -3.265 -6.159 0.777
H -3.038 -4.106 -0.557
*
```

***

ORCA calculation (ωB97M-V with the def2-TZVPD basis set) on a structure of composition C51H50AuN3O2P3.

Calculated values
Kohn-Sham gap in eV: 8.44
E_LUMO in eV: -1.54
HOMO level in eV: -9.98

```
! wB97M-V def2-TZVPD RIJCOSX def2/J DEFGRID3
* xyz 1 1
Au 0.513 0.916 0.520
C 4.841 -1.874 4.785
C 4.571 -0.382 4.524
C 5.491 0.466 5.410
C 4.844 -0.092 3.053
C 6.137 0.019 2.548
C 6.377 0.213 1.196
C 5.311 0.306 0.318
C 4.000 0.197 0.771
P 2.604 0.314 -0.399
C 3.187 1.582 -1.566
C 3.642 2.801 -1.067
C 3.928 3.850 -1.924
C 3.777 3.687 -3.295
C 3.334 2.474 -3.801
C 3.032 1.426 -2.941
C 2.624 -1.253 -1.313
C 3.711 -1.651 -2.095
C 3.707 -2.882 -2.725
C 2.618 -3.734 -2.576
C 1.535 -3.346 -1.804
C 1.536 -2.108 -1.174
C 3.805 -0.009 2.136
O 2.506 -0.163 2.531
C 2.161 0.009 3.839
C 0.809 0.240 4.085
C 0.398 0.326 5.413
C 1.309 0.210 6.446
C 2.652 0.015 6.157
C 3.112 -0.088 4.849
P -0.403 0.430 2.733
C -1.496 -1.007 2.959
C -2.516 -1.065 3.908
C -3.260 -2.224 4.070
C -2.979 -3.342 3.296
C -1.954 -3.299 2.363
C -1.221 -2.135 2.190
C -1.371 1.875 3.281
C -0.716 2.976 3.828
C -1.408 4.144 4.107
C -2.771 4.223 3.859
C -3.433 3.132 3.313
C -2.735 1.972 3.014
H 5.880 -2.118 4.559
H 4.201 -2.503 4.165
H 4.649 -2.117 5.831
H 6.538 0.245 5.212
H 5.326 0.249 6.464
H 5.327 1.531 5.248
H 6.979 -0.057 3.222
H 7.390 0.297 0.831
H 5.505 0.492 -0.731
H 3.768 2.937 0.001
H 4.270 4.793 -1.519
H 4.006 4.502 -3.968
H 3.214 2.340 -4.868
H 2.663 0.494 -3.350
H 4.563 -0.995 -2.220
H 4.552 -3.180 -3.330
H 2.616 -4.697 -3.069
H 0.681 -4.002 -1.696
H 0.677 -1.796 -0.597
H -0.646 0.502 5.642
H 0.979 0.276 7.473
H 3.354 -0.076 6.975
H -2.738 -0.206 4.528
H -4.050 -2.257 4.808
H -3.554 -4.250 3.426
H -1.726 -4.171 1.763
H -0.439 -2.096 1.443
H 0.345 2.924 4.042
H -0.881 4.991 4.526
H -3.315 5.128 4.090
H -4.495 3.187 3.114
H -3.265 1.139 2.568
C -2.059 3.526 -0.055
P -0.320 3.058 -0.323
C -0.170 3.193 -2.130
C 0.625 4.449 0.343
C 1.561 4.212 1.343
C 2.313 5.251 1.870
C 2.134 6.542 1.395
C 1.200 6.791 0.397
C 0.450 5.750 -0.125
H -2.348 4.338 -0.725
H -2.210 3.846 0.976
H -2.694 2.665 -0.250
H -0.615 4.115 -2.509
H -0.678 2.339 -2.580
H 0.884 3.170 -2.412
H 1.706 3.199 1.708
H 3.039 5.053 2.648
H 2.720 7.356 1.800
H 1.059 7.797 0.026
H -0.273 5.957 -0.906
C -6.198 -0.176 -0.566
N -4.796 -0.156 -0.905
C -3.784 -0.970 -0.260
C -2.509 -0.381 -0.860
O -1.395 -0.769 -0.561
N -2.828 0.610 -1.750
C -4.154 0.695 -1.726
N -4.808 1.608 -2.466
H -6.726 -0.996 -1.057
H -6.670 0.766 -0.843
H -6.310 -0.284 0.514
H -3.870 -2.027 -0.518
H -3.794 -0.877 0.829
H -4.252 2.115 -3.132
H -5.790 1.520 -2.652
*
```

***

The DFT total energy results, record by record, are as follows: -10753.27667 -3447.89564 Eh.
The strongest force on any atom results, record by record, are as follows: 1.7 0.6 eV Å⁻¹.